Computed, not measured: a structure of composition C3H2FO3Sn, with ωB97M-V/def2-TZVPD.

Calculated values
**LUMO energy (spin up / spin down)**: -10.8081 / -10.4479 eV
**Strongest force on any atom**: 0.0666 Eh/bohr
**HOMO-LUMO gap (spin up / spin down)**: 4.53 / 10.80 eV
**Spin multiplicity**: 2
**Total charge**: +2

Structure (XYZ):
```
10
C3H2FO3Sn (ωB97M-V/def2-TZVPD)
H -2.1605 -0.2969 -0.5149
C 0.9339 -0.2876 -0.2975
O 2.0809 -0.4606 -0.5011
C -0.8446 0.8379 0.3136
C -1.2495 -0.5750 0.1429
O -0.0708 -1.1277 -0.3832
O 0.4276 0.9414 0.2431
F -1.5219 1.8836 0.3489
Sn 3.9989 0.1658 -0.4104
H -1.5941 -1.0808 1.0585
```